1.
Below is C30H22HfNOP as an isolated structure at a distorted geometry, with properties calculated with ωB97M-V with the def2-TZVPD basis set.

Geometry as ORCA input:
```
! wB97M-V def2-TZVPD RIJCOSX def2/J DEFGRID3
* xyz 2 1
Hf 0.397 0.717 1.139
O -1.360 2.025 2.379
C -1.572 1.727 1.214
C -2.612 2.084 0.264
C -3.597 3.048 0.444
C -4.472 3.317 -0.598
C -4.369 2.623 -1.797
C -3.387 1.648 -1.979
C -2.502 1.388 -0.953
P -1.227 0.077 -0.970
C -1.645 -1.116 -2.252
C -2.400 -2.222 -1.860
C -2.822 -3.139 -2.812
C -2.489 -2.954 -4.147
C -1.741 -1.849 -4.539
C -1.322 -0.924 -3.597
C 0.396 0.802 -1.435
C 0.770 2.076 -0.928
C 2.104 2.495 -0.929
C 3.087 1.671 -1.464
C 2.728 0.435 -1.996
C 1.407 -0.006 -1.962
H -3.667 3.578 1.386
H -5.241 4.068 -0.473
H -5.062 2.835 -2.599
H -3.335 1.093 -2.907
H -2.658 -2.363 -0.816
H -3.411 -3.995 -2.510
H -2.817 -3.670 -4.888
H -1.492 -1.703 -5.582
H -0.761 -0.050 -3.908
H -0.003 2.775 -0.613
H 2.359 3.473 -0.540
H 4.118 1.998 -1.487
H 3.488 -0.202 -2.430
H 1.163 -0.987 -2.349
C 1.993 -3.403 0.342
C 3.018 -3.464 1.286
C 3.117 -2.479 2.246
C 2.205 -1.429 2.270
N 1.257 -1.331 1.289
C 1.148 -2.328 0.376
C 2.186 -0.396 3.312
C 2.800 -0.601 4.542
C 2.690 0.366 5.532
C 1.951 1.517 5.308
C 1.304 1.702 4.093
C 1.414 0.759 3.066
H 1.858 -4.176 -0.400
H 3.721 -4.287 1.275
H 3.894 -2.526 2.993
H 0.332 -2.240 -0.329
H 3.344 -1.512 4.752
H 3.167 0.209 6.490
H 1.854 2.259 6.090
H 0.694 2.587 3.961
*
```

Properties
Frontier orbital gap = 7.030 eV

=====

2.
Below is C25H27N3O5SSr as an isolated structure at a distorted geometry, with properties calculated with ωB97M-V with the def2-TZVPD basis set.

Geometry as ORCA input:
```
! wB97M-V def2-TZVPD RIJCOSX def2/J DEFGRID3
* xyz 0 1
Sr 0.379 1.150 -0.260
O 4.479 2.246 -0.019
C 3.244 2.277 -0.156
N 2.324 1.814 0.680
C 2.848 1.172 1.863
C 1.921 0.094 2.357
C 2.407 -1.026 3.030
C 1.517 -1.995 3.460
C 0.161 -1.820 3.214
C -0.237 -0.680 2.537
N 0.618 0.249 2.111
C 2.674 2.926 -1.405
C 3.514 3.739 -2.161
C 3.025 4.334 -3.308
C 1.706 4.096 -3.675
C 0.940 3.280 -2.865
N 1.403 2.705 -1.755
H 2.968 1.907 2.674
H 3.848 0.763 1.676
H 3.471 -1.127 3.205
H 1.872 -2.874 3.984
H -0.569 -2.547 3.542
H -1.281 -0.501 2.309
H 4.530 3.869 -1.819
H 3.660 4.973 -3.907
H 1.286 4.535 -4.569
H -0.099 3.077 -3.105
C -5.085 -3.492 -0.137
O -5.654 -2.200 -0.110
C -4.813 -1.143 -0.114
C -5.447 0.119 -0.046
C -4.680 1.242 -0.041
C -3.265 1.208 -0.102
C -2.513 2.432 -0.073
C -3.240 3.755 0.065
O -1.269 2.480 -0.145
C -2.609 -0.078 -0.183
O -1.345 -0.224 -0.238
C -3.448 -1.234 -0.185
H -5.913 -4.188 -0.025
H -4.378 -3.636 0.685
H -4.576 -3.685 -1.085
H -6.527 0.155 0.000
H -5.181 2.199 0.008
H -3.774 3.796 1.015
H -3.961 3.895 -0.741
H -2.501 4.551 0.031
H -2.948 -2.191 -0.262
O 1.384 -0.461 -1.563
S 1.521 -1.378 -0.402
C 3.220 -2.030 -0.449
C 3.159 -3.445 0.127
C 1.707 -3.977 -0.008
C 0.924 -3.023 -0.901
H 3.877 -1.359 0.103
H 3.497 -2.008 -1.504
H 3.449 -3.441 1.178
H 3.863 -4.085 -0.403
H 1.237 -4.002 0.976
H 1.690 -4.990 -0.408
H -0.152 -3.062 -0.742
H 1.146 -3.132 -1.963
*
```

Properties
Frontier orbital gap = 7.997 eV

=====

3.
Below is a 2-piece molecular cluster, C4H8ClN overall at a distorted geometry, with properties calculated with ωB97M-V with the def2-TZVPD basis set.

Geometry as ORCA input:
```
! wB97M-V def2-TZVPD RIJCOSX def2/J DEFGRID3
* xyz 0 1
C -1.639 0.298 -0.678
C 0.372 -0.099 0.638
C 1.129 1.208 0.429
C 0.957 -1.329 -0.130
N -2.884 0.388 -0.902
Cl -3.930 -0.194 0.456
H 0.003 -0.429 1.562
H -1.044 0.558 -1.570
H 1.303 1.333 -0.563
H 2.114 1.254 0.957
H 0.412 1.907 0.738
H 0.183 -1.787 -0.575
H 1.316 -1.974 0.555
H 1.707 -1.134 -0.917
*
```

Properties
Frontier orbital gap (spin up / spin down) = 8.130 / 8.091 eV

=====

4.
Below is C25H25N3O9PTi as an isolated structure, with properties calculated with ωB97M-V with the def2-TZVPD basis set.

Geometry as ORCA input:
```
! wB97M-V def2-TZVPD RIJCOSX def2/J DEFGRID3
* xyz -1 1
Ti -0.809 1.089 -0.143
O 1.074 3.671 2.478
C 0.178 3.097 1.636
O 0.575 2.109 0.907
C -1.121 3.492 1.474
C -1.864 4.513 2.128
C -3.182 4.681 1.853
C -3.808 3.800 0.899
C -3.062 2.862 0.283
N -1.723 2.674 0.505
C -3.561 1.854 -0.697
O -4.706 1.753 -1.098
O -2.576 1.066 -1.056
H 1.882 3.149 2.383
H -1.346 5.132 2.850
H -3.763 5.448 2.347
H -4.862 3.858 0.663
O 1.894 1.516 -3.308
C 1.343 0.998 -2.353
O 0.297 1.470 -1.753
C 1.837 -0.360 -1.845
P 1.568 -0.517 -0.037
C 3.146 0.154 0.608
C 3.461 1.475 0.276
C 4.612 2.070 0.767
C 5.462 1.363 1.608
C 5.155 0.056 1.948
C 4.004 -0.545 1.451
C 1.737 -2.315 0.250
C 1.391 -2.824 1.504
C 1.470 -4.185 1.763
C 1.887 -5.061 0.772
C 2.231 -4.568 -0.478
C 2.159 -3.205 -0.735
H 2.861 -0.536 -2.172
H 1.177 -1.099 -2.305
H 2.795 2.046 -0.359
H 4.842 3.092 0.493
H 6.360 1.831 1.994
H 5.811 -0.506 2.601
H 3.784 -1.569 1.720
H 1.050 -2.153 2.276
H 1.191 -4.557 2.740
H 1.940 -6.125 0.971
H 2.557 -5.243 -1.259
H 2.439 -2.843 -1.714
C -4.186 -1.627 -2.636
N -2.765 -1.373 -2.463
C -2.155 -0.574 -3.516
C -2.189 -1.428 -1.257
C -2.967 -2.026 -0.118
O -1.035 -0.993 -1.072
H -4.375 -1.821 -3.691
H -4.766 -0.754 -2.320
H -4.501 -2.499 -2.069
H -2.062 -1.167 -4.428
H -1.180 -0.227 -3.195
H -2.779 0.299 -3.710
H -3.234 -3.063 -0.332
H -3.885 -1.457 0.042
H -2.360 -1.975 0.780
O -1.309 -1.140 3.186
N -0.667 -0.450 2.428
O -1.374 0.167 1.537
*
```

Properties
Frontier orbital gap (spin up / spin down) = 5.589 / 5.588 eV

=====

5.
Below is a 2-piece molecular cluster, C4H15N2O overall, with properties calculated with ωB97M-V with the def2-TZVPD basis set.

Geometry as ORCA input:
```
! wB97M-V def2-TZVPD RIJCOSX def2/J DEFGRID3
* xyz 1 1
C 1.342 1.835 0.198
N 2.042 1.031 1.190
C 1.159 0.136 1.908
O 1.881 -0.844 2.594
H 1.183 1.260 -0.720
H 1.953 2.688 -0.077
H 0.371 2.219 0.535
H 2.431 1.665 1.882
H 0.535 0.662 2.640
H 0.485 -0.344 1.176
H 2.684 -1.006 2.077
C -3.244 -0.746 -2.185
C -1.740 -0.788 -2.370
N -1.047 -0.592 -1.030
H -3.724 -0.931 -3.142
H -3.578 -1.515 -1.488
H -3.579 0.230 -1.826
H -1.423 -1.758 -2.747
H -1.374 0.010 -3.003
H -1.049 0.395 -0.763
H -0.059 -0.859 -1.078
H -1.473 -1.144 -0.285
*
```

Properties
Frontier orbital gap = 9.209 eV

=====

6.
Below is a 2-piece molecular cluster, CH4N4 overall at a distorted geometry, with properties calculated with ωB97M-V with the def2-TZVPD basis set.

Geometry as ORCA input:
```
! wB97M-V def2-TZVPD RIJCOSX def2/J DEFGRID3
* xyz 0 1
H 0.605 0.778 -0.881
N 0.153 -0.156 -0.722
N 0.017 -0.593 0.436
N 0.089 0.139 1.534
H 0.781 0.987 1.566
H -0.254 -0.314 2.363
C 2.272 -0.538 -2.615
N 3.350 -0.367 -3.018
H 1.343 -0.941 -2.142
*
```

Properties
Frontier orbital gap = 10.856 eV
SMILES = [H]/N=N\N.C#N

=====

7.
Below is C8H10BiO5 as an isolated structure at a distorted geometry, with properties calculated with ωB97M-V with the def2-TZVPD basis set.

Geometry as ORCA input:
```
! wB97M-V def2-TZVPD RIJCOSX def2/J DEFGRID3
* xyz 3 1
Bi -1.808 1.041 -1.132
C -0.361 -0.339 -2.378
O 0.614 -0.932 -2.536
C -2.703 0.887 -3.456
O -3.272 0.818 -4.445
C 0.087 2.524 -1.615
O 0.800 3.248 -2.150
C -2.530 -1.391 -0.693
O -2.624 -2.495 -0.416
H -3.444 2.564 1.282
H -3.891 2.654 0.683
C 2.488 -0.921 1.044
C 1.556 -1.176 2.233
C 0.182 -0.842 1.666
O 0.381 -0.006 0.490
C 1.808 0.225 0.312
H 3.514 -0.700 1.333
H 2.477 -1.826 0.422
H 1.826 -0.517 3.064
H 1.606 -2.210 2.579
H -0.293 -1.772 1.329
H -0.495 -0.341 2.373
H 2.042 1.202 0.763
H 2.040 0.306 -0.754
*
```

Properties
Frontier orbital gap = 5.554 eV

=====

8.
Below is C42H47As2Cl5CsN2O5S5 as an isolated structure, with properties calculated with ωB97M-V with the def2-TZVPD basis set.

Geometry as ORCA input:
```
! wB97M-V def2-TZVPD RIJCOSX def2/J DEFGRID3
* xyz -1 1
Cs -0.377 -0.151 -0.464
C 1.334 0.440 4.436
C 1.823 1.884 4.546
S 2.417 2.536 2.965
C 1.538 4.111 2.816
C 0.018 4.083 2.940
S -0.846 3.052 1.724
C -1.937 2.061 2.772
C -1.308 1.146 3.826
S 0.041 0.095 3.221
H 1.016 0.094 5.423
H 2.156 -0.211 4.127
H 2.626 1.930 5.284
H 1.026 2.531 4.911
H 1.824 4.475 1.827
H 1.934 4.820 3.547
H -0.337 5.112 2.842
H -0.283 3.749 3.933
H -2.473 1.444 2.053
H -2.664 2.713 3.261
H -2.102 0.500 4.205
H -0.929 1.722 4.672
Cl -8.365 -0.722 1.565
C -6.635 -0.721 1.511
C -5.949 0.141 0.655
Cl -6.846 1.220 -0.358
C -4.566 0.141 0.602
Cl -3.721 1.215 -0.465
C -3.761 -0.730 1.402
O -2.505 -0.740 1.358
C -4.511 -1.582 2.276
Cl -3.586 -2.633 3.291
C -5.894 -1.579 2.323
Cl -6.722 -2.651 3.402
O -0.718 0.855 -5.364
S -0.846 1.113 -3.944
O -1.567 0.093 -3.179
N 0.460 1.401 -3.134
C 1.377 2.339 -3.524
C 1.400 3.011 -4.738
C 2.390 3.962 -5.038
C 3.388 4.264 -4.158
C 3.418 3.608 -2.905
C 4.424 3.863 -1.946
C 4.405 3.204 -0.753
C 3.360 2.286 -0.516
N 2.407 2.024 -1.371
C 2.419 2.660 -2.570
C -1.821 2.603 -3.798
C -1.888 3.237 -2.564
C -2.667 4.372 -2.417
C -3.368 4.877 -3.506
C -3.286 4.247 -4.739
C -2.509 3.105 -4.889
H 0.650 2.777 -5.481
H 2.356 4.454 -6.003
H 4.158 4.989 -4.397
H 5.201 4.583 -2.179
H 5.158 3.374 0.006
H 3.308 1.757 0.427
H -1.319 2.847 -1.728
H -2.726 4.861 -1.453
H -3.977 5.765 -3.391
H -3.827 4.644 -5.589
H -2.425 2.598 -5.841
C 1.264 -4.920 -0.262
As 1.262 -3.210 0.698
C -0.328 -3.518 1.797
C 2.607 -3.600 2.090
C 2.614 -4.809 2.776
C 3.506 -5.045 3.814
C 4.405 -4.060 4.181
C 4.421 -2.851 3.496
C 3.542 -2.613 2.442
As 3.503 -0.892 1.488
C 5.034 -0.030 2.371
C 4.505 -1.474 -0.103
H 1.121 -5.759 0.419
H 2.196 -5.049 -0.811
H 0.435 -4.875 -0.968
H -0.283 -4.499 2.272
H -1.197 -3.451 1.146
H -0.408 -2.738 2.552
H 1.904 -5.584 2.510
H 3.490 -5.993 4.339
H 5.094 -4.229 5.000
H 5.127 -2.085 3.791
H 5.933 -0.647 2.349
H 4.797 0.238 3.401
H 5.221 0.895 1.824
H 5.435 -1.952 0.207
H 4.717 -0.608 -0.730
H 3.904 -2.176 -0.680
O 1.710 -1.729 -3.632
C 2.099 -1.125 -2.768
O -1.243 -2.850 -1.405
S -2.639 -2.375 -1.711
C -3.739 -3.778 -1.300
C -4.192 -4.452 -2.598
C -3.141 -4.117 -3.655
C -2.875 -2.632 -3.483
H -4.557 -3.407 -0.682
H -3.106 -4.421 -0.689
H -5.158 -4.046 -2.908
H -4.319 -5.526 -2.457
H -3.479 -4.356 -4.664
H -2.221 -4.676 -3.466
H -3.736 -2.020 -3.767
H -1.991 -2.227 -3.971
*
```

Properties
Frontier orbital gap = 6.697 eV

=====

9.
Below is one molecule with the formula CH3ClN2O at a distorted geometry, with properties calculated with ωB97M-V with the def2-TZVPD basis set.

Geometry as ORCA input:
```
! wB97M-V def2-TZVPD RIJCOSX def2/J DEFGRID3
* xyz 0 1
O 0.854 1.582 -0.241
C 0.706 0.415 -0.316
N -0.282 -0.314 0.168
N -1.690 0.487 0.796
Cl -2.902 0.160 -0.393
H 1.258 -0.401 -1.034
H -0.402 -1.254 0.023
H -1.339 1.381 0.621
*
```

Properties
Frontier orbital gap = 10.527 eV
SMILES = O=CNNCl

=====

10.
Below is a 7-piece molecular cluster, C17H31ClN3O7S2 overall at a distorted geometry, with properties calculated with ωB97M-V with the def2-TZVPD basis set.

Geometry as ORCA input:
```
! wB97M-V def2-TZVPD RIJCOSX def2/J DEFGRID3
* xyz -1 1
Cl 1.679 -0.263 0.069
O 2.299 -1.479 0.503
O 1.711 -0.293 -1.355
O 0.303 -0.225 0.491
O 2.337 0.949 0.527
C 4.560 2.130 -2.241
O 5.849 2.515 -2.705
H 3.880 2.969 -2.093
H 4.068 1.410 -2.896
H 4.623 1.718 -1.234
H 6.317 2.910 -1.966
N 0.116 -3.219 2.748
C -1.158 -3.087 2.268
C -1.850 -4.218 2.737
C -0.991 -5.057 3.439
C 0.225 -4.366 3.462
H 0.855 -2.566 2.529
H -1.503 -2.243 1.689
H -2.897 -4.469 2.653
H -1.245 -6.023 3.849
H 1.210 -4.593 3.842
N 1.123 3.424 -0.502
C 0.411 4.312 0.254
C -0.080 5.273 -0.619
C 0.353 4.884 -1.922
C 1.099 3.747 -1.841
H 1.634 2.630 -0.144
H 0.369 4.139 1.320
H -0.682 6.109 -0.295
H 0.227 5.407 -2.858
H 1.660 3.212 -2.593
N -1.297 0.923 -1.911
C -2.236 1.836 -2.205
C -2.972 1.415 -3.297
C -2.387 0.253 -3.723
C -1.366 -0.073 -2.862
H -0.747 0.874 -1.065
H -2.283 2.697 -1.555
H -3.826 1.905 -3.740
H -2.693 -0.315 -4.589
H -0.646 -0.876 -2.914
C -1.817 -3.825 -1.284
S -0.539 -4.780 -2.215
O -0.563 -4.381 -3.674
C 0.898 -4.137 -1.279
H -1.944 -4.246 -0.287
H -2.755 -3.876 -1.838
H -1.582 -2.762 -1.239
H 0.940 -3.049 -1.329
H 1.823 -4.495 -1.731
H 0.802 -4.431 -0.233
C 0.227 1.145 3.747
S -1.586 0.537 3.860
O -1.937 0.716 5.356
C -2.299 2.092 3.071
H 0.884 0.447 4.266
H 0.261 2.104 4.265
H 0.523 1.296 2.709
H -3.370 2.134 2.872
H -1.842 2.212 2.088
H -2.172 3.024 3.621
*
```

Properties
Frontier orbital gap = 8.085 eV

=====

11.
Below is a 3-piece molecular cluster, C14H20BN3O8P2S overall, with properties calculated with ωB97M-V with the def2-TZVPD basis set.

Geometry as ORCA input:
```
! wB97M-V def2-TZVPD RIJCOSX def2/J DEFGRID3
* xyz 0 1
C -4.072 2.395 4.378
N -2.755 1.896 4.807
C -1.605 2.538 4.106
B -1.411 1.470 2.987
P -2.372 1.794 1.267
O -1.131 1.681 0.187
O -3.099 0.349 0.975
P -0.280 -0.036 3.331
O -1.116 -1.424 3.434
O 0.385 0.068 4.792
S 1.029 -0.032 1.931
H -4.833 1.935 5.004
H -4.316 2.196 3.332
H -4.100 3.471 4.528
H -2.743 0.888 4.644
H -0.770 2.693 4.790
H -1.915 3.506 3.719
H -0.412 2.297 0.391
H -2.837 -0.377 1.550
H -2.076 -1.327 3.410
H -0.184 0.500 5.445
O 7.094 -1.369 -3.334
N 6.852 -0.443 -2.588
O 7.652 0.415 -2.270
C 5.489 -0.351 -2.028
C 4.569 -1.331 -2.351
C 3.294 -1.245 -1.813
C 2.967 -0.190 -0.970
C 3.908 0.785 -0.664
C 5.186 0.710 -1.194
H 4.848 -2.140 -3.010
H 2.556 -1.998 -2.052
H 1.973 -0.128 -0.547
H 3.648 1.602 -0.004
H 5.937 1.453 -0.970
O 0.919 -2.896 -2.677
N -0.001 -3.021 -3.462
O -0.034 -3.835 -4.360
C -1.158 -2.116 -3.312
C -1.128 -1.161 -2.313
C -2.209 -0.303 -2.183
C -3.292 -0.414 -3.043
C -3.301 -1.386 -4.037
C -2.226 -2.249 -4.180
H -0.277 -1.090 -1.651
H -2.167 0.440 -1.400
H -4.133 0.260 -2.940
H -4.147 -1.472 -4.706
H -2.210 -3.010 -4.946
*
```

Properties
Frontier orbital gap = 7.529 eV
SMILES = CNCB(P(O)O)P(O)(O)=S.O=[N+]([O-])c1ccccc1.O=[N+]([O-])c1ccccc1

=====

12.
Below is C4H6O2 as an isolated structure, with properties calculated with ωB97M-V with the def2-TZVPD basis set.

Geometry as ORCA input:
```
! wB97M-V def2-TZVPD RIJCOSX def2/J DEFGRID3
* xyz 0 1
C 0.489 -0.219 -1.211
C 0.821 0.172 0.950
O 0.064 1.204 1.131
C -1.138 0.468 0.658
C -0.154 -0.729 0.246
O -0.381 -1.956 0.295
H 1.402 -0.782 -1.415
H -0.296 -0.589 -1.873
H 0.646 0.850 -1.395
H 1.881 0.235 1.199
H -1.657 1.058 -0.098
H -1.767 0.247 1.519
*
```

Properties
Frontier orbital gap = 7.950 eV

=====

13.
Below is C3H4NOP as an isolated structure at a distorted geometry, with properties calculated with ωB97M-V with the def2-TZVPD basis set.

Geometry as ORCA input:
```
! wB97M-V def2-TZVPD RIJCOSX def2/J DEFGRID3
* xyz 0 3
C 0.190 0.423 1.204
C 0.814 0.491 0.150
C 1.135 0.513 -1.316
N -2.875 -0.209 1.492
O -1.031 -2.091 0.294
P -1.748 -0.972 0.896
H 0.038 0.472 2.279
H 0.624 1.311 -1.987
H 0.656 -0.480 -1.572
H 2.198 0.543 -1.442
*
```

Properties
Frontier orbital gap (spin up / spin down) = 8.250 / 7.232 eV